# 1
The following is a DFT calculation (wB97M-V/def2-TZVPD) of a structure of composition C35H46ClN4O6PPt.

Summary:
Gap between HOMO and LUMO (alpha / beta): 6.007 / 6.220 eV
ΔE to the lowest compared entry with this formula, charge and spin: 0.154 eV
Spin multiplicity: 5
Maximum force: 0.74 eV/A
HOMO (alpha / beta): -6.087 / -8.035 eV
Energy: -2952.18692 Eh

Structure (XYZ):
```
94
Properties=species:S:1:pos:R:3:forces:R:3
Pt 0.122 -1.983 0.145 0.092 0.469 0.569
O -3.304 -3.912 -1.149 0.037 0.072 -0.016
Cl -2.512 -2.779 -1.538 0.146 0.042 -0.036
O -3.102 -2.076 -2.634 0.042 -0.034 0.079
O -2.389 -1.866 -0.382 0.092 -0.068 -0.035
O -1.159 -3.209 -1.863 -0.282 -0.045 -0.106
C 0.724 -0.304 -0.984 -0.082 -0.187 -0.190
C 1.613 -1.062 -1.730 0.126 -0.048 0.003
C 1.574 -1.169 -3.199 -0.039 -0.025 0.025
C 1.739 -2.411 -3.815 0.032 -0.010 -0.011
C 1.680 -2.531 -5.193 -0.007 0.031 -0.001
C 1.466 -1.409 -5.982 -0.006 0.002 0.011
C 1.309 -0.168 -5.382 0.001 -0.023 0.005
C 1.354 -0.051 -4.002 -0.016 0.059 0.031
H 1.884 -3.296 -3.208 -0.001 -0.014 0.004
H 1.792 -3.504 -5.652 0.000 -0.026 -0.009
H 1.416 -1.503 -7.059 0.007 -0.002 -0.013
H 1.145 0.712 -5.991 -0.001 0.021 -0.011
H 1.227 0.911 -3.526 -0.003 -0.087 -0.037
C -1.803 3.193 1.608 0.061 -0.045 -0.024
C -0.950 2.026 1.094 -0.008 0.055 -0.051
C 0.421 2.046 1.787 0.011 0.003 -0.017
C -1.633 0.730 1.543 0.067 -0.157 -0.100
P -0.661 2.046 -0.769 0.137 -0.002 -0.112
N 0.017 0.730 -1.358 -0.179 0.070 0.300
C 0.583 3.416 -1.195 -0.081 0.010 0.009
C 0.572 3.639 -2.716 -0.027 -0.048 -0.025
C 2.006 2.937 -0.849 -0.026 -0.011 0.026
C 0.328 4.772 -0.527 0.029 -0.052 -0.008
C -2.256 2.243 -1.727 0.031 0.005 0.058
C -2.043 1.744 -3.166 -0.001 -0.009 -0.030
C -2.799 3.678 -1.740 -0.010 -0.068 -0.041
C -3.329 1.324 -1.121 0.047 -0.065 0.004
H -1.866 3.099 2.695 0.015 0.009 0.013
H -2.819 3.154 1.224 -0.076 -0.016 -0.033
H -1.386 4.171 1.388 0.044 0.081 -0.046
H 0.259 1.830 2.845 0.012 -0.018 0.047
H 0.914 3.010 1.720 0.034 0.067 -0.026
H 1.088 1.276 1.394 0.012 -0.015 -0.009
H -1.594 0.709 2.635 -0.006 0.002 0.030
H -1.102 -0.152 1.178 -0.021 0.009 0.010
H -2.668 0.648 1.237 -0.089 -0.007 -0.048
H 0.735 2.714 -3.265 0.004 0.061 0.023
H 1.393 4.318 -2.956 0.004 0.008 -0.001
H -0.344 4.098 -3.075 -0.061 0.026 -0.008
H 2.152 1.881 -1.075 -0.001 -0.006 -0.041
H 2.273 3.105 0.189 -0.002 -0.020 0.065
H 2.716 3.501 -1.456 0.011 0.036 0.026
H -0.679 5.146 -0.698 -0.072 0.014 -0.015
H 1.023 5.497 -0.958 0.016 0.004 0.005
H 0.517 4.752 0.544 -0.017 -0.022 0.062
H -1.346 2.349 -3.737 0.007 -0.002 -0.014
H -3.011 1.784 -3.670 -0.002 0.017 -0.006
H -1.703 0.710 -3.177 -0.013 -0.016 0.005
H -2.184 4.366 -2.314 0.067 0.025 -0.029
H -2.930 4.088 -0.741 -0.005 0.024 0.081
H -3.783 3.654 -2.212 -0.005 0.005 -0.007
H -2.964 0.311 -0.952 0.013 0.003 0.001
H -4.144 1.248 -1.842 -0.020 0.041 0.012
H -3.744 1.725 -0.198 -0.002 0.017 0.066
C 1.603 -3.685 -0.060 0.086 0.005 -0.029
C 2.347 -2.508 0.202 0.086 -0.141 -0.149
C 2.632 -2.078 1.495 -0.115 0.220 0.075
C 3.310 -0.822 1.750 -0.023 -0.132 -0.077
C 3.827 -0.104 0.704 -0.038 0.108 -0.006
C 3.705 -0.555 -0.627 0.093 -0.084 -0.022
C 2.815 -1.692 -0.986 -0.023 0.041 -0.008
C 4.487 1.148 0.967 -0.067 -0.182 0.005
N 4.991 2.158 1.182 0.042 0.095 0.000
H 1.454 -4.400 0.740 -0.042 0.012 0.007
H 1.507 -4.058 -1.070 0.048 -0.021 -0.014
H 2.328 -2.697 2.329 0.040 -0.007 0.028
H 3.442 -0.472 2.763 -0.050 0.001 0.025
H 4.121 0.028 -1.436 0.055 0.009 0.002
H 3.333 -2.361 -1.680 -0.051 0.013 -0.033
O 0.130 -0.058 4.858 0.090 0.023 -0.046
C -0.873 -0.792 5.535 -0.076 0.038 -0.011
N -0.393 -1.985 6.164 0.096 0.018 0.089
C -0.306 -3.254 5.660 -0.143 0.018 -0.072
O 0.076 -4.171 6.357 0.054 -0.096 0.070
C -0.745 -3.517 4.250 0.028 0.056 -0.015
C -1.421 -4.709 4.005 0.025 -0.014 -0.020
C -1.795 -5.017 2.712 0.006 0.036 0.029
C -1.446 -4.148 1.692 -0.131 0.063 -0.002
N -0.759 -3.024 1.919 0.012 -0.168 -0.224
C -0.430 -2.702 3.173 0.012 -0.033 0.014
H 0.848 0.129 5.475 -0.060 0.032 -0.043
H -1.616 -1.042 4.778 -0.003 0.020 0.059
H -1.346 -0.174 6.302 0.012 -0.016 -0.014
H -0.074 -1.927 7.122 -0.041 -0.014 -0.046
H -1.632 -5.373 4.832 -0.007 -0.008 0.016
H -2.339 -5.921 2.482 -0.018 -0.007 -0.009
H -1.734 -4.340 0.665 0.056 -0.029 0.024
H 0.121 -1.779 3.300 0.016 -0.001 -0.019
```
Positions in Å, forces in eV/Å.

***

# 2
The following is a DFT calculation (wB97M-V/def2-TZVPD) of a cluster of 3 separate species, C35H46IN3S in total.

Summary:
Gap between HOMO and LUMO: 6.868 eV
SMILES: C#Cc1ccc2c(c1CC[C@H](C)CCC=C(C)C)Sc1ccccc1N2CCCI.CCCC#N.CCCC#N
Maximum force: 9.28 eV/A
HOMO: -7.241 eV
Energy: -2220.35174 Eh

Structure (XYZ):
```
86
Properties=species:S:1:pos:R:3:forces:R:3
C 1.846 -6.016 5.387 -1.791 8.075 -4.204
C 1.720 -4.728 4.827 1.112 -6.922 2.047
C 1.843 -3.271 4.021 0.983 2.059 -0.163
C 3.006 -2.227 4.617 -1.978 1.139 -2.783
C 3.231 -0.743 3.955 -2.911 -2.569 -1.379
C 2.284 -0.264 2.694 -0.209 -3.851 2.306
C 1.146 -1.332 2.116 2.158 0.027 2.684
C 0.899 -2.847 2.748 2.260 1.503 1.691
C -0.251 -3.908 2.165 0.995 0.395 0.677
C -1.744 -3.273 2.400 0.014 -0.710 0.670
C -2.835 -3.604 1.223 -0.682 0.989 -0.334
C -2.305 -3.358 -0.309 0.006 0.074 -0.749
C -4.099 -2.534 1.458 0.272 -0.239 -0.020
C -5.317 -2.718 0.376 -2.135 1.354 -0.273
C -5.447 -1.283 -0.465 0.619 -0.380 -2.517
C -5.061 -1.103 -1.892 -0.132 0.483 1.740
C -5.763 -1.822 -3.188 1.075 0.123 0.456
C -3.819 -0.039 -2.234 -1.606 0.435 0.891
S 0.117 -0.666 0.650 0.786 1.297 2.062
C -0.025 1.193 1.046 0.429 3.693 1.393
C -1.352 2.103 0.681 2.437 1.675 1.605
C -1.483 3.729 1.042 4.393 -3.268 1.061
C -0.198 4.399 1.808 -0.418 -3.817 -1.247
C 1.148 3.487 2.169 -2.614 -1.386 -1.506
C 1.280 1.868 1.792 -4.012 3.105 -0.269
N 2.550 1.113 2.120 -2.458 -1.037 -1.566
C 3.267 0.967 0.769 0.867 -1.136 -1.094
C 4.621 1.886 0.638 -0.234 -0.850 -1.093
C 5.425 1.361 -0.727 0.386 -0.936 1.302
I 4.402 2.074 -2.577 0.735 -0.354 1.065
H 1.598 -7.140 5.704 0.749 3.329 -0.747
H 3.664 -2.598 5.541 -1.663 0.964 -2.365
H 4.066 -0.001 4.356 -2.052 -1.813 -0.922
H -0.149 -4.931 2.762 -0.021 2.332 -1.221
H 0.023 -4.143 1.051 -0.681 0.651 2.065
H -2.163 -3.775 3.398 0.889 1.182 -2.112
H -1.614 -2.129 2.645 -0.504 -2.203 -0.857
H -3.237 -4.723 1.329 0.917 2.441 -0.178
H -3.138 -3.603 -1.128 1.653 0.445 2.011
H -2.053 -2.205 -0.480 -0.358 -2.595 0.500
H -1.378 -4.043 -0.615 -1.915 1.617 0.832
H -3.688 -1.424 1.378 -0.696 -2.339 0.095
H -4.518 -2.654 2.548 0.799 0.149 -2.097
H -5.195 -3.621 -0.359 -0.124 1.752 1.505
H -6.352 -2.815 0.960 2.309 -0.192 -1.123
H -5.878 -0.335 0.110 2.301 -1.834 -0.705
H -5.567 -2.975 -3.122 -0.736 2.065 -0.436
H -5.290 -1.374 -4.183 -0.824 -1.137 2.194
H -6.910 -1.534 -3.220 2.435 -0.876 0.294
H -2.968 -0.608 -2.824 -1.904 1.153 1.173
H -4.197 0.922 -2.801 0.962 -1.899 0.700
H -3.413 0.314 -1.190 -0.631 -0.733 -2.120
H -2.265 1.605 0.144 2.052 0.902 1.209
H -2.467 4.276 0.725 2.250 -1.066 0.841
H -0.270 5.539 2.105 0.405 -2.671 -0.623
H 2.047 4.044 2.707 -2.101 -1.472 -1.270
H 3.538 -0.189 0.686 -0.274 2.511 0.045
H 2.523 1.192 -0.136 1.721 -0.338 2.016
H 4.277 2.998 0.499 0.966 -2.049 0.463
H 5.370 1.721 1.532 -1.730 0.442 -1.628
H 6.563 1.677 -0.732 -2.558 -0.380 -0.137
H 5.400 0.173 -0.803 -0.006 2.691 0.179
C 10.789 0.548 -2.992 0.126 -0.095 -0.018
C 9.648 1.011 -3.889 0.448 -0.036 -0.101
C 8.308 1.099 -3.160 -0.073 0.168 -0.376
C 7.816 -0.218 -2.732 -0.516 -1.066 0.508
N 7.428 -1.256 -2.390 0.537 1.364 -0.455
H 10.627 -0.472 -2.630 -0.010 0.123 -0.003
H 11.732 0.558 -3.549 -0.110 -0.013 0.128
H 10.899 1.209 -2.127 0.005 -0.074 -0.060
H 9.568 0.333 -4.748 -0.112 0.144 0.123
H 9.897 2.002 -4.286 -0.192 -0.127 0.039
H 7.570 1.551 -3.832 -0.065 -0.169 0.224
H 8.396 1.764 -2.294 -0.048 -0.196 -0.024
C -7.742 3.838 -2.318 -0.148 0.002 0.011
C -6.510 4.578 -1.815 -0.373 0.211 -0.169
C -5.383 3.643 -1.377 0.163 0.305 -0.011
C -5.742 2.854 -0.191 -0.201 -0.856 0.952
N -6.025 2.226 0.743 0.344 0.857 -1.225
H -8.201 3.238 -1.526 0.080 0.025 -0.093
H -8.492 4.553 -2.672 0.085 -0.141 0.037
H -7.488 3.174 -3.151 -0.043 0.039 0.079
H -6.799 5.238 -0.988 0.162 -0.103 -0.090
H -6.137 5.221 -2.622 0.084 -0.102 0.190
H -4.496 4.245 -1.147 -0.055 -0.214 0.078
H -5.108 2.976 -2.202 -0.066 -0.047 0.224
```
Positions in Å, forces in eV/Å.

***

- The highest maximum force belongs to which entry?
  C35H46IN3S

***

- Number 2 is which compound?
  C35H46IN3S

***

- Look up the maximum force of the second one.
  9.28 eV/A